Record 1
C4H9NO | the ωB97M-V functional and the def2-TZVPD basis

XYZ file:
```
15
Properties=species:S:1:pos:R:3:forces:R:3
C -1.0411 -0.7234 -1.6948 -0.156 -0.198 -0.069
C 0.5691 -0.1902 0.0484 -0.039 0.100 -0.308
N 0.1288 -0.2785 -1.1930 0.263 0.098 0.300
H -2.0391 0.3280 0.5011 0.113 0.030 0.125
H 1.8133 1.3090 0.9794 -0.021 -0.142 -0.067
H 2.4981 0.5918 -0.4891 -0.124 -0.041 0.116
H -1.8070 -0.0629 2.2343 0.047 0.065 -0.155
H 2.4749 -0.3270 1.0227 -0.103 0.073 -0.095
O -0.2527 -0.6112 1.0519 0.181 -0.059 -0.092
C -1.3185 0.2994 1.3276 -0.221 0.133 0.058
H -1.1053 -0.8018 -2.7697 0.038 0.011 0.158
C 1.9011 0.3750 0.4042 0.093 0.021 0.010
H -1.6711 -1.3113 -1.0439 0.045 0.110 -0.081
H 0.7769 0.0929 -1.8792 -0.069 -0.043 0.094
H -0.9274 1.3101 1.5003 -0.046 -0.159 0.007
```
Positions in Å, forces in eV/Å.

Highest occupied orbital energy   -6.262 eV
ΔE to the lowest compared entry with this formula, charge and spin   3.534 eV
Charge   0

These are the natural (NBO) partial charges, in e, on atoms 1 to 8: -0.509 0.365 -0.404 0.187 0.211 0.210 0.193 0.224

Record 2
C4H9NO | the ωB97M-V functional and the def2-TZVPD basis

XYZ file:
```
15
Properties=species:S:1:pos:R:3:forces:R:3
N -0.1034 -1.2773 -0.0332 0.898 -0.127 1.195
H -0.7811 -1.9334 0.3399 0.086 0.497 -0.346
C -0.0405 -1.0176 -1.4288 -0.216 0.378 -0.582
C -0.9471 1.0888 0.4100 0.060 -0.714 1.206
H -0.6336 1.9874 0.9398 -0.015 0.029 -0.005
H -0.3815 -1.8491 -2.0384 0.109 -0.151 0.075
H -0.6462 -0.1331 -1.6792 0.176 -0.391 -0.412
H -0.9458 1.3317 -0.6435 -0.016 0.040 -0.072
O 1.8708 1.7455 0.5621 -2.170 -2.038 -0.612
H -0.0423 -0.4181 1.8076 0.233 0.572 -0.232
H 1.0045 -0.7927 -1.6470 0.001 0.003 -0.495
C 1.4285 0.6034 0.6989 2.693 0.120 2.087
H -1.9609 0.8533 0.7458 0.059 -0.103 -0.208
H 2.1025 -0.1098 1.2038 0.837 -0.301 -0.548
C 0.0761 -0.0789 0.7621 -2.734 2.186 -1.049
```
Positions in Å, forces in eV/Å.

Highest occupied orbital energy   -8.790 eV
ΔE to the lowest compared entry with this formula, charge and spin   2.334 eV
Charge   0

These are the natural (NBO) partial charges, in e, on atoms 1 to 8: -0.636 0.383 -0.411 -0.648 0.225 0.210 0.171 0.210

Record 3
C4H9NO | the ωB97M-V functional and the def2-TZVPD basis

XYZ file:
```
15
Properties=species:S:1:pos:R:3:forces:R:3
C -1.0651 0.0594 0.8650 -0.644 -0.273 0.249
N 0.6173 0.6517 -0.0552 0.733 0.194 -0.380
H -1.2471 -0.4445 1.8082 0.032 0.035 -0.141
C -0.9071 -0.5092 -1.6181 0.008 0.001 -0.028
H 1.0301 1.0458 -0.9044 0.050 -0.117 0.155
H -1.6641 0.9369 0.6471 0.102 -0.134 0.027
H 1.7479 1.4818 1.5119 0.096 -0.217 -0.020
H -1.4002 0.4451 -1.8356 0.059 -0.142 0.037
O 2.4819 -0.3443 0.9049 0.372 -0.304 0.045
C 1.5321 0.4568 1.1295 -1.018 0.670 -0.066
H -0.1431 -0.6890 -2.3822 -0.104 0.023 0.103
H -1.6480 -1.3110 -1.6795 0.098 0.127 0.022
H 0.6615 0.1179 1.8686 0.401 -0.057 -0.125
H 0.2584 -1.4185 -0.0127 -0.089 0.089 -0.052
C -0.2544 -0.4789 -0.2475 -0.095 0.105 0.175
```
Positions in Å, forces in eV/Å.

Highest occupied orbital energy (spin up / spin down)   -7.914 / -8.928 eV
ΔE to the lowest compared entry with this formula, charge and spin   5.581 eV
Charge   0

These are the natural (NBO) partial charges, in e, on atoms 1 to 8: -0.179 -0.548 0.209 -0.607 0.386 0.201 0.138 0.211

Record 4
C4H9NO | the ωB97M-V functional and the def2-TZVPD basis

XYZ file:
```
15
Properties=species:S:1:pos:R:3:forces:R:3
H -0.5902 1.2235 -0.3906 -0.478 -0.064 0.264
H 1.8218 1.1687 -0.0943 1.032 0.435 1.474
C 0.0586 0.3645 -0.5317 0.898 -2.646 -1.516
N 1.4130 0.8407 -0.9198 -2.522 -0.206 -1.311
H 0.8056 -1.3128 1.0152 -0.539 0.353 -2.094
O -1.5821 -1.8766 1.9143 0.030 1.242 -1.701
C 0.0100 -0.5390 0.7203 1.189 0.003 1.652
H 0.0967 1.8867 -2.2356 0.736 0.646 0.428
H 1.8740 2.2141 -2.3952 -0.375 0.648 -0.027
H 0.3377 -0.0416 1.6941 -1.545 0.495 -0.998
C 1.0458 2.0878 -1.6906 1.515 -1.097 0.398
H -0.2877 -0.2182 -1.5248 0.260 1.090 2.405
C -1.2341 -1.3772 0.8443 0.484 -2.220 1.722
H 1.0374 2.8496 -0.8887 -0.595 0.407 -1.155
H -1.6114 -1.8582 -0.1091 -0.090 0.915 0.461
```
Positions in Å, forces in eV/Å.

Highest occupied orbital energy   -9.523 eV
ΔE to the lowest compared entry with this formula, charge and spin   3.028 eV
Charge   0

These are the natural (NBO) partial charges, in e, on atoms 1 to 8: 0.176 0.334 -0.226 -0.599 0.274 -0.527 -0.569 0.199

Record 5
C4H9NO | the ωB97M-V functional and the def2-TZVPD basis

XYZ file:
```
15
Properties=species:S:1:pos:R:3:forces:R:3
C -0.0456 0.8465 2.1563 0.977 -0.309 -1.173
H -0.6427 -1.1175 -1.1126 1.319 0.707 -0.804
H -0.9295 1.4221 1.8912 0.099 0.129 -0.218
C 0.1483 -0.3727 1.2958 0.826 -1.266 -2.673
H 0.8673 -0.6039 -3.1446 1.775 -1.333 -1.487
H -0.1084 0.5696 3.1913 0.140 -0.088 0.582
H -0.5649 0.2886 -3.3646 0.486 -0.185 1.072
C 0.3464 0.1721 -2.7131 -3.549 -1.942 -0.449
H 0.9080 1.3800 1.9133 -1.044 0.157 0.608
H 1.0458 -1.0055 1.5456 -0.311 1.486 -0.384
H 0.7918 1.0514 -2.6274 2.519 3.774 -0.313
N 0.5573 0.3145 -0.3423 0.796 0.260 4.379
H -1.7342 -1.2360 1.3820 1.146 0.471 -0.218
C 0.1367 -0.2738 -1.3379 -4.150 -2.525 1.176
O -0.7763 -1.4354 1.2670 -1.028 0.664 -0.098
```
Positions in Å, forces in eV/Å.

Highest occupied orbital energy   -8.668 eV
ΔE to the lowest compared entry with this formula, charge and spin   3.176 eV
Charge   0

These are the natural (NBO) partial charges, in e, on atoms 1 to 8: -0.670 0.135 0.217 0.274 0.223 0.218 0.217 -0.654

Record 6
C4H9NO | the ωB97M-V functional and the def2-TZVPD basis

XYZ file:
```
15
Properties=species:S:1:pos:R:3:forces:R:3
H 1.1430 1.3894 -1.3882 0.759 -1.409 0.824
H -3.1222 -0.4186 -0.9268 0.012 0.072 0.078
C -2.3949 -0.3534 -0.1157 -0.233 -0.015 -0.032
H 1.5412 1.6472 0.3175 -0.386 0.094 0.234
H 2.1414 -1.4117 -0.2809 0.317 0.273 -0.151
C 2.1687 -0.6259 0.4690 0.747 1.068 -1.181
C -0.0797 0.2517 0.0454 -0.567 -0.511 0.725
N -1.2852 0.4863 -0.5242 -0.011 0.181 -0.153
H 1.9696 -1.1275 1.4564 -0.444 1.405 -1.084
H 3.0874 -0.0896 0.5589 1.054 -0.166 -0.382
H -2.0006 -1.3491 0.1035 -0.124 0.221 -0.084
H -1.4641 1.3298 -1.0377 0.080 -0.020 -0.136
C 1.1868 0.8835 -0.3701 0.520 -1.115 1.150
H -2.8845 0.0137 0.7937 0.046 -0.037 -0.130
O -0.0070 -0.6257 0.8993 -1.772 -0.042 0.321
```
Positions in Å, forces in eV/Å.

Highest occupied orbital energy   -8.819 eV
ΔE to the lowest compared entry with this formula, charge and spin   3.497 eV
Charge   0

These are the natural (NBO) partial charges, in e, on atoms 1 to 8: 0.218 0.195 -0.416 0.224 0.198 -0.481 0.632 -0.606

Record 7
C4H9NO | the ωB97M-V functional and the def2-TZVPD basis

XYZ file:
```
15
Properties=species:S:1:pos:R:3:forces:R:3
H 1.8734 0.2033 0.2052 -0.150 -0.027 0.037
H -0.1253 0.9794 -1.4104 -0.523 2.106 2.818
C -0.2685 -1.4265 -0.8265 0.277 1.253 -1.462
N -0.2091 0.3449 0.7163 -0.363 -0.091 0.620
H -1.4996 1.6802 -0.1853 0.306 0.231 0.004
H 1.4823 0.8511 1.8184 -0.039 -0.118 -0.157
H 0.7293 -1.7665 -0.5222 -0.414 0.142 -0.151
H -0.1170 -0.3094 -1.5235 -0.150 -3.548 1.154
H 0.2042 2.3089 0.1247 -0.289 -0.243 -0.244
C -1.0431 -0.7159 0.2022 0.035 0.753 -0.023
C 1.1865 0.1155 1.0622 -0.043 -0.117 -0.004
H 1.2941 -0.8755 1.5059 0.030 0.095 -0.021
O -2.2455 -0.6476 0.3189 0.691 -0.442 0.063
H -0.8259 -2.1935 -1.3692 0.157 0.348 -0.028
C -0.4358 1.4517 -0.1166 0.475 -0.343 -2.605
```
Positions in Å, forces in eV/Å.

Highest occupied orbital energy   -8.959 eV
ΔE to the lowest compared entry with this formula, charge and spin   3.276 eV
Charge   0

These are the natural (NBO) partial charges, in e, on atoms 1 to 8: 0.184 0.064 -0.711 -0.491 0.233 0.213 0.230 0.217

Record 8
C4H9NO | the ωB97M-V functional and the def2-TZVPD basis

XYZ file:
```
15
Properties=species:S:1:pos:R:3:forces:R:3
H -1.4695 -1.0234 -1.1634 1.203 0.579 -2.412
H 0.2128 -0.9688 -1.8915 -0.210 0.296 0.428
O -0.0087 -0.6990 2.0230 1.254 1.889 -3.377
C -0.6835 0.9286 -1.0522 -0.947 2.032 -3.664
H 1.8182 0.2452 -0.6591 0.050 -0.380 -0.538
H 0.1287 1.5986 -1.4817 -0.881 -0.688 0.575
C -0.7485 -0.4299 -1.9120 -0.249 -0.712 4.907
H 1.5663 -1.5500 -0.0091 0.777 1.859 -0.140
H 2.5892 -0.2126 0.8941 -1.714 -0.582 -0.914
C 0.2881 -0.1076 0.9338 0.437 -2.249 3.555
H -1.4701 1.0008 0.7176 -0.814 -0.467 1.833
H -1.7334 1.5446 -1.2903 2.778 -1.603 0.767
C 1.7037 -0.4233 0.1810 -1.454 -0.507 2.406
N -0.5669 0.7994 0.3917 0.897 -0.138 -2.559
H -0.9631 -0.4453 -2.9463 -1.129 0.669 -0.866
```
Positions in Å, forces in eV/Å.

Highest occupied orbital energy   -9.521 eV
ΔE to the lowest compared entry with this formula, charge and spin   2.064 eV
Charge   0

These are the natural (NBO) partial charges, in e, on atoms 1 to 8: 0.210 0.208 -0.624 -0.217 0.214 0.189 -0.640 0.249

What did the fifth record say?
C4H9NO | the ωB97M-V functional and the def2-TZVPD basis

XYZ file:
```
15
Properties=species:S:1:pos:R:3:forces:R:3
C -0.0456 0.8465 2.1563 0.977 -0.309 -1.173
H -0.6427 -1.1175 -1.1126 1.319 0.707 -0.804
H -0.9295 1.4221 1.8912 0.099 0.129 -0.218
C 0.1483 -0.3727 1.2958 0.826 -1.266 -2.673
H 0.8673 -0.6039 -3.1446 1.775 -1.333 -1.487
H -0.1084 0.5696 3.1913 0.140 -0.088 0.582
H -0.5649 0.2886 -3.3646 0.486 -0.185 1.072
C 0.3464 0.1721 -2.7131 -3.549 -1.942 -0.449
H 0.9080 1.3800 1.9133 -1.044 0.157 0.608
H 1.0458 -1.0055 1.5456 -0.311 1.486 -0.384
H 0.7918 1.0514 -2.6274 2.519 3.774 -0.313
N 0.5573 0.3145 -0.3423 0.796 0.260 4.379
H -1.7342 -1.2360 1.3820 1.146 0.471 -0.218
C 0.1367 -0.2738 -1.3379 -4.150 -2.525 1.176
O -0.7763 -1.4354 1.2670 -1.028 0.664 -0.098
```
Positions in Å, forces in eV/Å.

Highest occupied orbital energy   -8.668 eV
ΔE to the lowest compared entry with this formula, charge and spin   3.176 eV
Charge   0

These are the natural (NBO) partial charges, in e, on atoms 1 to 8: -0.670 0.135 0.217 0.274 0.223 0.218 0.217 -0.654